No. 1
{
  "formula": "C27H39ClIN7O3RhS",
  "method": "the ωB97M-V functional and the def2-TZVPD basis",
  "species": ["Rh", "C", "C", "C", "C", "C", "O", "C", "C", "C", "C", "C", "C", "Cl", "C", "C", "C", "N", "C", "N", "C", "N", "H", "H", "H", "H", "H", "H", "H", "H", "H", "H", "H", "H", "H", "H", "H", "H", "H", "H", "H", "H", "H", "H", "N", "C", "C", "O", "O", "H", "H", "H", "H", "H", "C", "N", "C", "C", "N", "C", "S", "H", "H", "H", "H", "H", "H", "H", "H", "I", "C", "C", "C", "C", "C", "N", "H", "H", "H", "H"],
  "positions_angstrom": [[2.45619, -0.83244, 0.03271], [-3.99848, 2.77708, 2.52380], [-3.38321, 1.38955, 2.33759], [-4.13637, 0.36263, 3.20131], [-1.93789, 1.42214, 2.85756], [-3.45048, 0.93597, 0.82483], [-3.03814, -0.42901, 0.71680], [-4.88725, 1.15037, 0.28068], [-5.27061, 0.25114, -0.90915], [-4.67571, 0.63109, -2.23627], [-5.01777, 1.83274, -2.85893], [-4.52083, 2.16003, -4.10672], [-3.66881, 1.27883, -4.76618], [-3.08373, 1.65718, -6.33164], [-3.31366, 0.07764, -4.16298], [-3.81924, -0.23621, -2.91342], [-2.54180, 1.72152, -0.14318], [-1.10871, 1.48237, -0.03447], [-0.44759, 0.34235, -0.14261], [0.84656, 0.59394, 0.03996], [0.92110, 1.94095, 0.24560], [-0.25375, 2.49752, 0.20606], [-3.77780, 3.12986, 3.53235], [-5.08184, 2.76906, 2.41260], [-3.58063, 3.51181, 1.83316], [-4.35870, 0.80764, 4.17110], [-3.52289, -0.52210, 3.39082], [-5.08955, 0.04482, 2.77639], [-1.96615, 1.50550, 3.94566], [-1.39121, 2.28768, 2.48789], [-1.39812, 0.50389, 2.61059], [-3.60300, -0.94590, 1.30202], [-4.99277, 2.19886, -0.00377], [-5.60495, 0.95751, 1.07562], [-6.35821, 0.31660, -0.99798], [-5.02854, -0.78644, -0.68273], [-5.70654, 2.50989, -2.36662], [-4.80038, 3.08787, -4.58711], [-2.66055, -0.60592, -4.68918], [-3.56348, -1.18508, -2.45307], [-2.68214, 2.79090, -0.01853], [-2.84090, 1.44636, -1.15523], [-0.91104, -0.60772, -0.33359], [1.83452, 2.48631, 0.41460], [-0.65005, -4.60777, -0.42945], [-0.33028, -3.91811, 0.86244], [0.65653, -2.74899, 0.59328], [1.10121, -2.07143, 1.52699], [0.95876, -2.54331, -0.62610], [-0.31750, -5.56958, -0.47256], [-0.10746, -4.00449, -1.11836], [-1.64206, -4.60208, -0.66311], [0.11880, -4.60363, 1.57669], [-1.23091, -3.50614, 1.31267], [5.18619, -0.78939, -4.09243], [5.78196, -0.33509, -2.84736], [7.23401, -0.42287, -2.62708], [7.41574, 0.16520, -1.21590], [6.02335, 0.35327, -0.78130], [5.16709, 0.10704, -1.77299], [3.46298, 0.40590, -1.68408], [5.80457, -0.45837, -4.92437], [4.18935, -0.37476, -4.20632], [5.12973, -1.87929, -4.11661], [7.76508, 0.14913, -3.38656], [7.55198, -1.46360, -2.70297], [7.94362, 1.11753, -1.23634], [7.94105, -0.50614, -0.54008], [5.78091, 0.92057, 0.01387], [4.44053, -2.79712, 0.57693], [4.20346, -1.48496, 2.22056], [4.68849, -1.75264, 3.47732], [4.43619, -0.80110, 4.46294], [3.71219, 0.33985, 4.14641], [3.25894, 0.51154, 2.85019], [3.51917, -0.39219, 1.89995], [5.23830, -2.65917, 3.68773], [4.80152, -0.95875, 5.46945], [3.49708, 1.09447, 4.88946], [2.68454, 1.37768, 2.55071]],
  "orbital_gap_ev": 3.6,
  "relative_energy_kj_mol": 86.5,
  "lumo_ev": -10.53,
  "total_charge": 3,
  "max_force_ev_per_a": 2.6
}

=====

No. 2
{
  "formula": "C3H12O4",
  "method": "the ωB97M-V functional and the def2-TZVPD basis",
  "species": ["C", "C", "C", "O", "H", "H", "H", "H", "H", "H", "H", "H", "O", "H", "H", "O", "H", "H", "O"],
  "positions_angstrom": [[3.07825, -0.82667, 0.83306], [2.66738, -2.10674, 0.09554], [3.46471, -2.63247, -0.77707], [3.12476, -3.83462, -1.45875], [2.74105, -0.78121, 1.84012], [4.22378, -0.73356, 0.97124], [2.72219, 0.05264, 0.30228], [1.68141, -2.38463, 0.14499], [4.50252, -2.51613, -0.72522], [2.67362, -4.41627, -0.94740], [-3.53879, 3.78284, 0.01250], [-2.91428, 5.07963, 0.62195], [-2.92341, 4.53688, -0.15600], [-1.28872, 0.20111, -1.22843], [-1.57237, -0.23285, 0.21141], [-1.78405, 0.59220, -0.43373], [-5.47496, 1.57421, 1.30566], [-4.73533, 2.78973, 2.15241], [-5.20258, 2.57799, 1.35215]],
  "orbital_gap_ev": 9.9,
  "relative_energy_kj_mol": 231.3,
  "lumo_ev": 0.39,
  "max_force_ev_per_a": 5.3
}

=====

No. 3
{
  "formula": "C13H17Cl5MgN3",
  "method": "the ωB97M-V functional and the def2-TZVPD basis",
  "species": ["Mg", "N", "C", "C", "C", "C", "N", "H", "H", "H", "H", "H", "H", "H", "H", "H", "H", "H", "H", "Cl", "C", "C", "C", "Cl", "C", "Cl", "C", "Cl", "C", "Cl", "C", "C", "C", "N", "H", "H", "H", "H", "H"],
  "positions_angstrom": [[-0.14040, 0.06068, 0.05768], [-0.25549, 1.57388, -1.43595], [-0.50455, 3.00025, -1.10063], [-1.98012, 3.29203, -0.85468], [-2.57110, 2.92922, 0.50652], [-2.81379, 1.45483, 0.82266], [-1.61909, 0.79089, 1.40898], [0.63161, 1.49856, -1.93123], [-0.93370, 1.27555, -2.13569], [-0.15050, 3.62992, -1.91758], [0.08392, 3.25498, -0.21570], [-2.57934, 2.83512, -1.65024], [-2.10534, 4.36883, -0.98297], [-3.54005, 3.42614, 0.57494], [-1.96237, 3.37418, 1.30217], [-3.10429, 0.90388, -0.07533], [-3.64678, 1.37650, 1.52252], [-1.90363, -0.09101, 1.83595], [-1.29309, 1.35969, 2.18664], [-0.72830, -2.41510, 2.06669], [-0.70943, -2.90839, 0.36571], [-0.43897, -1.93180, -0.57967], [-0.40093, -2.37927, -1.88866], [-0.02233, -1.22084, -3.14852], [-0.63061, -3.70156, -2.26259], [-0.56895, -4.18643, -3.90825], [-0.91187, -4.63960, -1.26608], [-1.20147, -6.27650, -1.68855], [-0.94987, -4.24638, 0.07263], [-1.27987, -5.39436, 1.30343], [5.13450, -0.37438, 0.99615], [4.07817, 0.01131, 2.03790], [2.76823, 0.21606, 1.43197], [1.73927, 0.37946, 0.95489], [6.08644, -0.52417, 1.49972], [5.25772, 0.41149, 0.25368], [4.86323, -1.29843, 0.48966], [4.34334, 0.93277, 2.55872], [3.95982, -0.76800, 2.79310]],
  "orbital_gap_ev": 8.8,
  "relative_energy_kj_mol": 0.0,
  "lumo_ev": -2.54,
  "total_charge": 1,
  "max_force_ev_per_a": 0.2
}

=====

No. 4
{
  "formula": "C4H10S2",
  "method": "the ωB97M-V functional and the def2-TZVPD basis",
  "species": ["C", "C", "C", "C", "H", "H", "H", "H", "H", "H", "H", "H", "H", "H", "S", "S"],
  "positions_angstrom": [[0.89890, -1.67191, 1.02988], [0.49248, -0.37823, 0.16884], [1.13186, 0.85545, 0.78762], [-1.06934, -0.19656, 0.15217], [0.37521, -2.56900, 0.63844], [2.01859, -1.82246, 1.04634], [0.62511, -1.48236, 2.05740], [0.84173, -0.48637, -0.92177], [2.17597, 0.72822, 1.00931], [0.62835, 1.15790, 1.70581], [1.12680, 3.24202, 0.52433], [-1.28764, 0.73072, -0.31141], [-1.38446, -0.27455, 1.16714], [-1.89861, -1.14676, -2.00743], [1.09936, 2.26057, -0.37914], [-1.84589, -1.61869, -0.72956]],
  "orbital_gap_ev": 9.8,
  "relative_energy_kj_mol": 59.5,
  "lumo_ev": 0.84,
  "max_force_ev_per_a": 2.9
}

=====

No. 5
{
  "formula": "C5H14N2O",
  "method": "the ωB97M-V functional and the def2-TZVPD basis",
  "species": ["C", "C", "C", "C", "C", "N", "N", "O", "H", "H", "H", "H", "H", "H", "H", "H", "H", "H", "H", "H", "H", "H"],
  "positions_angstrom": [[0.94763, -0.39295, 0.27669], [-1.38929, 0.19172, -0.84146], [2.51784, -0.42721, -0.12207], [0.20677, 0.02624, -0.98013], [-2.07957, -0.89989, -0.03546], [0.75907, 0.48661, 1.42979], [-1.70745, 1.51336, -0.29998], [3.30461, -0.02495, 0.99359], [2.66013, 0.36272, 1.62223], [0.67356, -1.41258, 0.56760], [-1.77724, 0.15876, -1.86690], [-0.06151, 0.18661, 1.95510], [0.55528, 1.43467, 1.10195], [-1.69776, 1.52787, 0.71728], [-2.65726, 1.77305, -0.56966], [2.79532, -1.45051, -0.39352], [2.77403, 0.22942, -0.95815], [0.38612, -0.71681, -1.76590], [0.59067, 0.98643, -1.34812], [-1.84548, -0.83781, 1.03281], [-3.17028, -0.82179, -0.12739], [-1.78521, -1.89296, -0.38832]],
  "orbital_gap_ev": 10.3,
  "relative_energy_kj_mol": 153.6,
  "lumo_ev": 0.81,
  "max_force_ev_per_a": 1.9
}

=====

No. 6
{
  "formula": "C34H36GeMnNO3P2S2",
  "method": "the ωB97M-V functional and the def2-TZVPD basis",
  "species": ["Mn", "C", "P", "C", "C", "C", "C", "C", "C", "C", "C", "C", "C", "C", "C", "C", "C", "C", "C", "C", "P", "C", "C", "C", "C", "C", "C", "C", "C", "C", "C", "C", "C", "N", "H", "H", "H", "H", "H", "H", "H", "H", "H", "H", "H", "H", "H", "H", "H", "H", "H", "H", "H", "H", "H", "H", "H", "H", "H", "H", "C", "Ge", "C", "C", "C", "H", "H", "H", "H", "H", "H", "H", "H", "H", "H", "O", "S", "O", "O", "S"],
  "positions_angstrom": [[-0.31722, -0.41161, 0.06825], [-0.70621, 3.04621, -0.07833], [0.96630, 2.23501, 0.20472], [1.79203, 2.86288, -1.28203], [2.25227, 4.17177, -1.40133], [2.84879, 4.59501, -2.57909], [2.96152, 3.72609, -3.65657], [2.46371, 2.43621, -3.55554], [1.88026, 2.00641, -2.37357], [1.42866, 3.23449, 1.67036], [2.65634, 3.86246, 1.85349], [2.97672, 4.43148, 3.07689], [2.08606, 4.35560, 4.13847], [0.86585, 3.71909, 3.96749], [0.53424, 3.17292, 2.73812], [-1.93923, 2.21752, -0.07976], [-3.23394, 2.68432, -0.11760], [-4.04687, 1.55959, -0.38181], [-3.20088, 0.47899, -0.48310], [-3.53081, -0.90382, -0.92993], [-2.24678, -2.04136, -0.26384], [-2.33127, -3.37269, -1.50091], [-1.32787, -3.42923, -2.46377], [-1.39184, -4.36517, -3.48489], [-2.45163, -5.25828, -3.54639], [-3.45059, -5.21093, -2.58467], [-3.39139, -4.27038, -1.56737], [-3.08592, -2.66946, 1.22287], [-2.96154, -3.98651, 1.65921], [-3.59975, -4.39554, 2.81935], [-4.35027, -3.49883, 3.56529], [-4.46076, -2.18254, 3.14639], [-3.83383, -1.76890, 1.98140], [-1.89465, 0.86013, -0.26531], [-0.58442, 3.51067, -1.06058], [-0.75518, 3.84620, 0.65913], [2.14595, 4.86493, -0.57686], [3.22215, 5.60833, -2.65663], [3.42620, 4.05818, -4.57624], [2.53220, 1.75651, -4.39539], [1.49415, 0.99650, -2.29825], [3.37508, 3.90453, 1.04586], [3.93239, 4.92472, 3.20342], [2.34443, 4.78606, 5.09757], [0.16772, 3.64617, 4.79145], [-0.42848, 2.68622, 2.61154], [-3.54488, 3.71257, -0.00726], [-5.11882, 1.53539, -0.50873], [-3.48202, -0.97622, -2.02185], [-4.53588, -1.20560, -0.62751], [-0.47706, -2.76391, -2.37924], [-0.60001, -4.40957, -4.22247], [-2.49445, -5.99774, -4.33690], [-4.27849, -5.90849, -2.62465], [-4.17646, -4.23398, -0.82135], [-2.33456, -4.67303, 1.10999], [-3.49208, -5.42102, 3.15135], [-4.83957, -3.82260, 4.47611], [-5.03008, -1.46964, 3.73047], [-3.91306, -0.73297, 1.67256], [3.40570, -1.05861, -1.84258], [3.29868, -0.02375, -0.16633], [4.60340, 1.45941, -0.43311], [4.04511, -1.06534, 1.31984], [1.59267, 0.67796, 0.52813], [4.44892, -1.36645, -1.94764], [3.14851, -0.46648, -2.72235], [2.77139, -1.93815, -1.79294], [5.60437, 1.06068, -0.25575], [4.44146, 2.27373, 0.27260], [4.57093, 1.87003, -1.44390], [5.09136, -1.29465, 1.10316], [3.49439, -1.99029, 1.46519], [4.00422, -0.47739, 2.23883], [1.50365, 0.43198, 1.58607], [0.89268, -1.98592, -0.39310], [0.75045, -2.95975, 0.76223], [2.03473, -3.54648, 1.07195], [-0.27346, -3.94473, 0.43270], [0.05657, -1.76892, 2.26491]],
  "orbital_gap_ev": [6.8, 6.7],
  "relative_energy_kj_mol": 0.0,
  "spin_multiplicity": 4,
  "lumo_ev": [2.38, 2.37],
  "s_squared": 3.7859,
  "total_charge": -1,
  "max_force_ev_per_a": 1.4
}

=====

No. 7
{
  "formula": "C2H3ClFN",
  "method": "the ωB97M-V functional and the def2-TZVPD basis",
  "species": ["C", "C", "N", "F", "Cl", "H", "H", "H"],
  "positions_angstrom": [[1.36759, 0.36351, 0.53769], [-0.77334, -0.18901, -0.46217], [0.26637, 0.74153, -0.40550], [-0.62469, -1.44240, 0.14197], [-2.27683, 0.39228, 0.32685], [2.05125, 1.14606, 0.43977], [1.15238, -0.49455, 0.94652], [-1.16274, -0.51742, -1.52514]],
  "orbital_gap_ev": 10.2,
  "relative_energy_kj_mol": 183.1,
  "lumo_ev": -0.71,
  "max_force_ev_per_a": 12.5
}

=====

No. 8
{
  "formula": "C24H51N4O2",
  "method": "the ωB97M-V functional and the def2-TZVPD basis",
  "species": ["C", "N", "C", "C", "C", "C", "C", "N", "H", "H", "H", "H", "H", "H", "H", "H", "H", "H", "H", "H", "H", "H", "H", "C", "C", "C", "C", "C", "C", "N", "O", "C", "C", "C", "H", "H", "H", "H", "H", "H", "H", "H", "H", "H", "H", "H", "H", "H", "H", "H", "H", "H", "C", "C", "C", "C", "C", "C", "N", "O", "C", "C", "C", "H", "H", "H", "H", "H", "H", "H", "H", "H", "H", "H", "H", "H", "H", "H", "H", "H", "H"],
  "positions_angstrom": [[1.45027, 1.15912, 1.16205], [0.85893, 2.23668, 0.44400], [-0.01787, 3.00793, 1.26194], [-1.47410, 2.99183, 0.76327], [-2.15142, 1.65298, 1.01214], [-3.52315, 1.52647, 0.36159], [-4.22340, 0.20314, 0.64126], [-4.74937, 0.10511, 2.02078], [2.02944, 1.46405, 2.07900], [2.16956, 0.63853, 0.51472], [0.75203, 0.36340, 1.53064], [-0.03481, 2.65352, 2.31883], [0.27539, 4.08506, 1.32844], [-2.06524, 3.80993, 1.20536], [-1.42310, 3.15784, -0.31807], [-2.22417, 1.47986, 2.09370], [-1.49272, 0.87585, 0.61098], [-3.40258, 1.63958, -0.71990], [-4.17547, 2.34697, 0.69274], [-3.50840, -0.60832, 0.47570], [-5.05060, 0.05773, -0.06178], [-4.55351, 0.97867, 2.49964], [-4.22571, -0.59502, 2.53327], [-4.17918, -4.44956, -2.74662], [-3.25954, -4.50449, -1.52500], [-2.92982, -5.95007, -1.13224], [-4.12054, -6.69546, -0.53304], [-4.70600, -5.93985, 0.65686], [-5.06966, -4.48405, 0.33399], [-3.87896, -3.84767, -0.32028], [-3.03074, -3.35714, 0.50136], [-6.31698, -4.40703, -0.55004], [-5.36253, -3.70830, 1.61234], [-1.98432, -3.74010, -1.86847], [-3.57973, -4.65549, -3.63408], [-4.98362, -5.17971, -2.72675], [-4.61334, -3.45518, -2.85522], [-2.11908, -5.92195, -0.39816], [-2.54891, -6.47084, -2.01542], [-4.88931, -6.86489, -1.29262], [-3.79688, -7.68546, -0.20431], [-5.60638, -6.44161, 1.02348], [-3.98079, -5.93867, 1.47593], [-6.45135, -3.39373, -0.93038], [-7.18508, -4.65829, 0.06050], [-6.30405, -5.09462, -1.39064], [-4.54214, -3.76851, 2.32167], [-6.25856, -4.12905, 2.07457], [-5.54779, -2.65464, 1.39862], [-2.20603, -2.69414, -2.08243], [-1.54019, -4.19188, -2.75770], [-1.26384, -3.76962, -1.05750], [5.21704, 3.96192, -2.25846], [5.39290, 2.79926, -1.27708], [4.11609, 2.56438, -0.46368], [3.84265, 3.65839, 0.55706], [5.03710, 3.85319, 1.48559], [6.35944, 4.10982, 0.74777], [6.52192, 3.05436, -0.31164], [7.16383, 2.00702, 0.06575], [6.38690, 5.51724, 0.14705], [7.54031, 3.99158, 1.70604], [5.74763, 1.55806, -2.08828], [4.61430, 3.60860, -3.09583], [4.69394, 4.81239, -1.83222], [6.18097, 4.29727, -2.64693], [4.20879, 1.61103, 0.06398], [3.25566, 2.46874, -1.13030], [3.58064, 4.59732, 0.05878], [2.95442, 3.36619, 1.11998], [4.86229, 4.69375, 2.16534], [5.15511, 2.95990, 2.10698], [7.23150, 5.63036, -0.53538], [6.50572, 6.23468, 0.96064], [5.47548, 5.77866, -0.38068], [7.53697, 3.03926, 2.22795], [7.46927, 4.79888, 2.43848], [8.48740, 4.08434, 1.17232], [6.68452, 1.69878, -2.63127], [4.94520, 1.38306, -2.80698], [5.84729, 0.68267, -1.45373]],
  "orbital_gap_ev": [3.8, 3.8],
  "spin_multiplicity": 3,
  "lumo_ev": [2.19, 2.19],
  "s_squared": 2.0085,
  "total_charge": -1,
  "max_force_ev_per_a": 0.4
}